Entry from the OMol25 dataset: C3H4Br2O2 as an isolated structure at a distorted geometry (the ωB97M-V functional and the def2-TZVPD basis).

max |F|	2.45	eV Å⁻¹
ΔE to the lowest compared entry with this formula, charge and spin	235.8	kJ/mol
HOMO energy	-9.06	eV
charge	0

Each line ends with the natural charge from an NBO analysis.
Element x y z (Å)
1 C 0.62 -0.29 0.44  0.797
2 C 0.37 0.11 1.89  -0.740
3 C -1.96 0.10 -2.09  -0.306
4 O 0.95 0.75 -0.34  -0.706
5 O 0.55 -1.44 0.05  -0.601
6 Br -2.19 -1.64 -2.57  0.192
7 Br -0.67 1.04 -2.99  0.122
8 H -0.03 1.19 1.86  0.242
9 H -0.08 -0.64 2.50  0.247
10 H 1.27 0.22 2.51  0.246
11 H 1.18 0.62 -1.27  0.507

=====

Entry from the OMol25 dataset: a 8-piece molecular cluster, C30H45N8P overall (the ωB97M-V functional and the def2-TZVPD basis).

max |F|	0.65	eV Å⁻¹
HOMO energy	-8.05	eV
SMILES string	c1cc[nH]c1.c1cc[nH]c1.c1cc[nH]c1.c1cc[nH]c1.c1cc[nH]c1.c1cc[nH]c1.c1cc[nH]c1.NCC[PH4]
charge	0

Each line ends with the Löwdin charge.
Element x y z (Å)
1 N 1.83 2.71 2.88  -0.018
2 C 3.08 2.16 2.32  -0.372
3 C 3.08 2.22 0.81  -0.427
4 P 3.04 4.01 0.14  0.650
5 H 1.99 3.40 3.60  0.060
6 H 1.26 1.99 3.31  0.059
7 H 3.91 2.76 2.73  0.086
8 H 3.26 1.15 2.71  0.099
9 H 3.95 1.71 0.39  0.061
10 H 2.18 1.74 0.41  0.042
11 H 4.13 3.76 -0.75  -0.033
12 H 1.72 3.89 -0.37  -0.034
13 H 3.33 4.52 1.44  -0.034
14 H 3.04 5.41 -0.35  -0.105
15 N -1.52 -1.30 0.09  0.014
16 C -1.50 0.03 0.40  -0.141
17 C -0.31 0.31 1.01  -0.104
18 C 0.44 -0.90 1.06  -0.100
19 C -0.34 -1.88 0.50  -0.155
20 H -2.29 -1.77 -0.35  0.061
21 H -2.33 0.66 0.17  0.090
22 H -0.02 1.28 1.38  0.072
23 H 1.43 -1.04 1.46  0.091
24 H -0.14 -2.93 0.36  0.108
25 N -2.92 -2.02 -2.69  0.027
26 C -3.60 -2.49 -1.60  -0.187
27 C -4.74 -1.73 -1.46  -0.116
28 C -4.73 -0.77 -2.51  -0.081
29 C -3.60 -0.98 -3.25  -0.123
30 H -2.06 -2.40 -3.06  0.129
31 H -3.23 -3.32 -1.02  0.116
32 H -5.50 -1.84 -0.71  0.093
33 H -5.49 -0.03 -2.70  0.096
34 H -3.22 -0.47 -4.12  0.089
35 N 6.60 4.72 1.74  0.002
36 C 6.56 6.06 2.00  -0.144
37 C 7.73 6.42 2.62  -0.113
38 C 8.51 5.23 2.73  -0.114
39 C 7.79 4.21 2.19  -0.144
40 H 5.87 4.20 1.30  0.103
41 H 5.70 6.65 1.72  0.105
42 H 8.00 7.41 2.94  0.088
43 H 9.49 5.15 3.17  0.088
44 H 8.02 3.16 2.08  0.104
45 N 1.75 -4.35 -2.34  0.005
46 C 1.68 -3.03 -1.95  -0.168
47 C 2.92 -2.66 -1.50  -0.099
48 C 3.77 -3.80 -1.62  -0.106
49 C 3.02 -4.82 -2.13  -0.143
50 H 0.99 -4.89 -2.70  0.140
51 H 0.77 -2.46 -2.01  0.087
52 H 3.19 -1.69 -1.13  0.091
53 H 4.81 -3.86 -1.35  0.090
54 H 3.28 -5.84 -2.37  0.105
55 N 0.05 -1.05 -6.08  0.013
56 C -0.04 -1.34 -4.75  -0.132
57 C -0.84 -0.40 -4.17  -0.145
58 C -1.25 0.50 -5.19  -0.115
59 C -0.68 0.07 -6.36  -0.126
60 H 0.60 -1.57 -6.75  0.147
61 H 0.48 -2.18 -4.32  0.089
62 H -1.09 -0.34 -3.12  0.089
63 H -1.88 1.37 -5.08  0.099
64 H -0.73 0.47 -7.36  0.109
65 N -4.80 1.48 1.11  0.009
66 C -4.65 0.19 1.55  -0.162
67 C -5.13 0.13 2.83  -0.097
68 C -5.58 1.44 3.18  -0.107
69 C -5.36 2.25 2.09  -0.141
70 H -4.55 1.81 0.19  0.138
71 H -4.21 -0.55 0.91  0.062
72 H -5.16 -0.75 3.45  0.091
73 H -6.01 1.75 4.12  0.090
74 H -5.56 3.29 1.94  0.105
75 N -4.22 -3.49 1.69  0.016
76 C -3.17 -3.06 2.46  -0.144
77 C -2.99 -3.97 3.47  -0.102
78 C -3.98 -4.99 3.30  -0.111
79 C -4.72 -4.66 2.20  -0.139
80 H -4.59 -2.99 0.90  0.095
81 H -2.64 -2.15 2.23  0.097
82 H -2.24 -3.92 4.24  0.091
83 H -4.13 -5.85 3.92  0.088
84 H -5.56 -5.15 1.74  0.104

=====

Entry from the OMol25 dataset: one molecule with the formula C3H7ClSi at a distorted geometry (the ωB97M-V functional and the def2-TZVPD basis).

max |F|	4.51	eV Å⁻¹
ΔE to the lowest compared entry with this formula, charge and spin	33.5	kJ/mol
HOMO energy	-9.46	eV
SMILES string	C=C(C)[SiH2]Cl
charge	0

Each line ends with the natural charge from an NBO analysis.
Element x y z (Å)
1 C 0.22 -0.29 1.51  -0.349
2 C 0.14 -0.05 0.18  -0.423
3 C 1.41 0.22 -0.53  -0.647
4 Si -1.46 -0.05 -0.77  1.113
5 Cl -2.69 0.72 0.61  -0.373
6 H -0.67 -0.54 2.03  0.193
7 H 1.10 -0.35 1.99  0.182
8 H 1.10 0.41 -1.51  0.198
9 H 2.08 -0.64 -0.48  0.222
10 H 1.92 1.14 -0.06  0.224
11 H -1.44 -1.47 -1.19  -0.164
12 H -1.72 0.88 -1.79  -0.176

=====

Entry from the OMol25 dataset: one molecule with the formula C2H9NO2Si at a distorted geometry (the ωB97M-V functional and the def2-TZVPD basis).

⟨S²⟩	2.01
max |F|	9.71	eV Å⁻¹
ΔE to the lowest compared entry with this formula, charge and spin	0.0	kJ/mol
HOMO energy (spin up / spin down)	-4.76 / -9.74	eV
charge	0
spin multiplicity	3

Each line ends with the natural charge from an NBO analysis.
Element x y z (Å)
1 C -1.13 1.60 -0.10  -1.098
2 C -0.57 -1.46 -0.15  -1.131
3 N 2.68 -0.12 -1.06  -0.438
4 O 0.50 0.11 1.89  -1.099
5 O 1.65 0.77 -0.48  -0.773
6 Si 0.25 0.19 0.22  1.977
7 H -0.44 2.43 -0.36  0.224
8 H -1.81 1.53 -0.92  0.225
9 H -1.63 1.72 0.81  0.226
10 H -0.05 -2.02 -0.89  0.239
11 H -0.65 -2.05 0.78  0.256
12 H -1.58 -1.17 -0.39  0.246
13 H 3.58 0.19 -0.68  0.322
14 H 2.92 0.33 -1.96  0.329
15 H 1.00 0.90 2.26  0.495

=====

Entry from the OMol25 dataset: one molecule with the formula C5H11NO at a distorted geometry (the ωB97M-V functional and the def2-TZVPD basis).

max |F|	6.10	eV Å⁻¹
ΔE to the lowest compared entry with this formula, charge and spin	179.7	kJ/mol
HOMO energy	-9.52	eV
SMILES string	CCNC(=O)CC
charge	0

Each line ends with the natural charge from an NBO analysis.
Element x y z (Å)
1 C -0.89 -0.94 0.19  -0.511
2 C -2.21 -1.46 -0.33  -0.606
3 C -0.91 0.55 0.68  0.697
4 N 0.07 1.45 0.10  -0.653
5 C 1.34 1.11 -0.66  -0.213
6 C 2.30 0.26 0.24  -0.635
7 O -1.79 0.90 1.50  -0.602
8 H -0.24 -1.12 -0.64  0.207
9 H -0.62 -1.57 1.00  0.232
10 H -2.44 -2.41 -0.41  0.211
11 H -2.39 -1.27 -1.36  0.200
12 H -3.07 -0.90 0.16  0.225
13 H 0.39 2.29 0.71  0.390
14 H 1.67 2.15 -0.87  0.209
15 H 0.93 0.64 -1.56  0.201
16 H 3.22 0.08 -0.38  0.213
17 H 2.73 0.89 0.98  0.213
18 H 1.90 -0.66 0.63  0.222

=====

Entry from the OMol25 dataset: one molecule with the formula C2H5N3O at a distorted geometry (the ωB97M-V functional and the def2-TZVPD basis).

max |F|	7.11	eV Å⁻¹
ΔE to the lowest compared entry with this formula, charge and spin	401.9	kJ/mol
HOMO energy	-9.17	eV
SMILES string	[H]/N=C(\N)ON=C
charge	0

Each line ends with the natural charge from an NBO analysis.
Element x y z (Å)
1 C 0.89 0.13 -0.02  0.682
2 C -2.43 -0.16 0.21  -0.133
3 H 1.50 -1.86 -0.19  0.411
4 H 2.76 -0.65 0.29  0.396
5 H 2.09 1.61 0.17  0.334
6 H -3.20 0.53 0.08  0.189
7 H -2.60 -1.26 0.79  0.204
8 N 1.80 -0.92 -0.02  -0.852
9 N 1.04 1.42 0.14  -0.756
10 N -1.30 0.35 -0.40  -0.074
11 O -0.26 -0.51 -0.04  -0.402